# CH12AgO9

A structure of composition CH12AgO9 in a non-equilibrium geometry (wB97M-V/def2-TZVPD, the OMol25 dataset).

Each line ends with the natural charge from an NBO analysis.
Geometry (Å):
1 Ag 0.024 -0.209 -0.338  0.853
2 O -0.639 -0.360 1.914  -0.921
3 O -1.190 -2.279 -0.715  -0.955
4 O 2.552 0.984 0.647  -0.988
5 O -0.036 1.771 1.240  -0.941
6 O -1.801 0.671 -1.694  -0.954
7 O 1.674 1.215 -2.003  -0.962
8 O -0.474 1.364 3.401  -0.879
9 O -2.842 -0.163 0.681  -1.012
10 O 1.690 -2.089 -0.446  -0.951
11 C -0.396 0.878 2.143  0.916
12 H -2.178 1.501 -1.399  0.495
13 H -2.076 -0.131 1.267  0.491
14 H -1.053 -3.090 -1.215  0.467
15 H -1.157 -2.529 0.223  0.498
16 H -1.971 0.754 -2.662  0.479
17 H 2.054 1.581 1.224  0.521
18 H 2.516 1.562 -1.694  0.482
19 H 1.674 -2.346 0.454  0.479
20 H 2.295 -1.376 -0.524  0.485
21 H 2.804 0.354 1.356  0.461
22 H 1.031 1.870 -1.664  0.487
23 H -2.502 0.067 -0.197  0.451

energy relative to the best compared isomer or geometry (same formula, charge and spin)	62.29	kJ/mol
net charge	-1
gap between HOMO and LUMO	5.07	eV
molecular weight	275.97	g mol⁻¹
HOMO energy	-2.577	eV